one.
Molecular formula: C5H12NS
Method: DFT, wB97M-V/def2-TZVPD

Last column: natural (NBO) charge in e.
Atoms and positions in Å:
C1 0.668 1.601 1.532  -0.60
N1 0.391 -1.938 -1.383  -0.70
H1 0.012 -2.862 -1.706  0.45
H2 -0.249 1.208 -1.481  0.24
C2 -0.590 -0.921 -1.068  -0.20
H3 0.291 -1.086 1.400  0.21
H4 -1.291 1.398 0.368  0.23
H5 1.122 0.469 -1.187  0.22
H6 1.067 -1.951 -0.554  0.45
C3 -0.320 0.880 0.648  -0.30
C4 0.100 0.445 -0.753  -0.48
H7 -2.827 -0.174 1.693  0.12
H8 0.960 -1.738 -2.244  0.41
C5 -0.618 -0.498 1.212  -0.22
S1 -1.936 -0.925 2.168  0.27
H9 -0.006 1.698 2.465  0.23
H10 1.513 0.894 1.654  0.21
H11 -1.334 -0.865 -1.831  0.21
H12 0.983 2.578 1.276  0.25

Summary:
molecular weight	118.22	g/mol
orbital gap (alpha / beta)	0.2964 / 0.2962	Ha
total charge	+1
lowest unoccupied orbital energy (alpha / beta)	-4.00 / -4.00	eV

---

two.
Molecular formula: C5H12NS
Method: DFT, wB97M-V/def2-TZVPD

Last column: natural (NBO) charge in e.
Atoms and positions in Å:
C1 1.333 -0.416 1.296  -0.72
C2 0.403 -0.072 -3.005  -0.76
H1 -0.914 -2.262 -0.233  0.24
H2 1.817 -0.042 0.461  0.24
H3 -0.454 0.555 -3.341  0.25
H4 -0.893 -0.709 2.773  0.43
H5 0.574 1.465 -0.462  0.25
S1 0.523 -1.131 -1.789  0.75
H6 1.815 -0.287 2.309  0.28
H7 1.263 0.522 -3.361  0.26
H8 -0.110 2.330 0.814  0.27
N1 -0.809 0.053 2.167  -0.68
H9 1.053 -1.458 1.110  0.26
C3 -0.919 -1.428 -0.937  -0.84
H10 -1.895 -1.012 -1.303  0.25
H11 -1.205 1.458 -0.229  0.27
H12 -1.475 0.764 2.312  0.41
C4 0.032 0.241 1.151  0.56
C5 -0.140 1.428 0.268  -0.71

Summary:
molecular weight	118.22	g/mol
orbital gap	0.2614	Ha
total charge	+1
lowest unoccupied orbital energy	-4.60	eV

---

What should be chosen as the least stable of them? Choose one.

---

one.
Molecular formula: C5H12NS
Method: DFT, wB97M-V/def2-TZVPD

Last column: natural (NBO) charge in e.
Atoms and positions in Å:
C1 -0.414 -1.788 0.656  -0.22
S1 -1.516 -2.244 1.803  0.30
H1 0.938 -2.724 -0.666  0.25
H2 -0.340 3.194 0.081  0.24
H3 1.361 2.208 -1.632  0.24
H4 -1.480 -1.113 2.544  0.12
H5 -0.117 1.353 -2.081  0.23
H6 -0.635 -2.341 -1.330  0.27
H7 -1.569 1.960 -0.210  0.23
H8 0.664 0.462 1.816  0.22
C2 -0.645 2.175 0.329  -0.42
H9 -0.832 2.118 1.398  0.23
N1 0.388 1.250 -0.060  -0.29
H10 -0.470 -3.748 -0.275  0.22
C3 0.770 1.307 -1.448  -0.42
C4 0.918 0.418 0.771  0.11
H11 1.745 -0.200 0.467  0.23
H12 1.362 0.438 -1.725  0.23
C5 -0.129 -2.725 -0.439  -0.76

Summary:
molecular weight	118.22	g/mol
orbital gap	0.3154	Ha
total charge	+1
lowest unoccupied orbital energy	-3.83	eV

---

two.
Molecular formula: C5H12NS
Method: DFT, wB97M-V/def2-TZVPD

Last column: natural (NBO) charge in e.
Atoms and positions in Å:
H1 -0.902 -1.850 -0.863  0.24
H2 1.069 -0.572 -2.153  0.26
C1 -0.871 -0.121 0.201  0.14
C2 -0.927 -0.711 1.592  -0.66
N1 0.471 0.579 -0.146  -0.36
H3 -1.182 -0.530 -1.964  0.24
H4 2.336 0.033 1.061  0.22
H5 -2.467 -1.187 -0.965  0.27
H6 -1.015 0.021 2.327  0.25
H7 1.065 0.875 1.992  0.25
H8 2.142 1.766 0.646  0.24
C3 -1.450 -0.915 -0.921  -0.67
C4 1.671 0.856 1.045  -0.33
C5 0.952 0.479 -1.589  -0.43
H9 -0.105 -1.385 1.651  0.24
H10 0.197 0.974 -2.142  0.23
H11 -1.906 -1.120 1.627  0.26
H12 1.857 1.071 -1.511  0.23
S1 -0.934 1.736 0.112  0.38

Summary:
molecular weight	118.22	g/mol
SMILES	CC1(C)S[N+]1(C)C
orbital gap	0.3578	Ha
total charge	+1
lowest unoccupied orbital energy	-4.37	eV

---

three.
Molecular formula: C5H12NS
Method: DFT, wB97M-V/def2-TZVPD

Last column: natural (NBO) charge in e.
Atoms and positions in Å:
H1 1.132 -0.932 1.443  0.23
H2 -0.497 2.743 -0.842  0.22
H3 -1.851 0.798 1.301  0.23
H4 1.211 -2.642 -0.697  0.31
H5 -0.270 1.302 -1.912  0.23
C1 -0.709 1.712 -0.969  -0.43
H6 -1.164 -1.738 0.403  0.19
H7 -0.320 -0.066 1.850  0.21
C2 -0.698 -1.569 -0.543  -0.03
C3 0.795 -1.543 -0.690  -0.55
C4 1.602 -0.898 0.423  -0.48
H8 -1.712 1.721 -0.788  0.22
S1 1.657 0.920 0.124  0.57
C5 -0.761 0.843 1.380  -0.43
H9 2.590 -1.145 0.406  0.24
N1 -0.023 0.956 0.063  -0.46
H10 1.115 -1.044 -1.606  0.25
H11 -1.437 -1.159 -1.309  0.23
H12 -0.660 1.741 1.962  0.23

Summary:
molecular weight	118.22	g/mol
orbital gap (alpha / beta)	0.3137 / 0.2327	Ha
total charge	+1
lowest unoccupied orbital energy (alpha / beta)	-5.17 / -6.71	eV

---

What should be chosen as the least stable of them? Choose three.